{"formula": "C19H38Cl2FNO3PPtSi3", "method": "ωB97M-V/def2-TZVPD", "symbols": ["Pt", "C", "Si", "C", "C", "C", "Si", "C", "C", "C", "Si", "C", "C", "C", "C", "C", "C", "C", "N", "H", "H", "H", "H", "H", "H", "H", "H", "H", "H", "H", "H", "H", "H", "H", "H", "H", "H", "H", "H", "H", "H", "H", "H", "H", "H", "H", "H", "Cl", "C", "Cl", "C", "O", "O", "H", "F", "C", "P", "C", "C", "O", "H", "H", "H", "H", "H", "H", "H", "H", "H"], "positions_angstrom": [[0.373, 0.049, -0.218], [0.842, -3.383, -1.812], [-0.667, -2.843, -0.800], [-1.561, -4.453, -0.346], [-1.766, -1.931, -2.030], [-0.248, -1.839, 0.705], [-1.648, -1.534, 1.893], [-1.385, -0.014, 2.994], [-3.332, -1.363, 1.069], [-1.816, -2.997, 3.100], [1.335, -2.279, 1.512], [1.669, -1.438, 3.169], [1.694, -4.117, 1.819], [2.793, -1.660, 0.424], [4.139, -1.904, 0.674], [5.111, -1.292, -0.102], [4.722, -0.438, -1.123], [3.365, -0.240, -1.333], [2.443, -0.851, -0.594], [0.538, -4.210, -2.462], [1.695, -3.721, -1.220], [1.188, -2.564, -2.447], [-1.786, -5.021, -1.254], [-2.502, -4.271, 0.178], [-0.938, -5.080, 0.298], [-1.859, -2.530, -2.942], [-1.350, -0.959, -2.313], [-2.767, -1.755, -1.635], [-0.548, 0.586, 2.637], [-1.211, -0.289, 4.039], [-2.271, 0.622, 2.940], [-3.304, -0.518, 0.381], [-4.080, -1.160, 1.842], [-3.644, -2.264, 0.535], [-0.927, -3.086, 3.733], [-1.949, -3.950, 2.583], [-2.674, -2.850, 3.764], [0.932, -1.709, 3.928], [1.662, -0.352, 3.050], [2.656, -1.735, 3.535], [0.965, -4.520, 2.529], [2.690, -4.267, 2.246], [1.625, -4.711, 0.905], [4.422, -2.561, 1.488], [6.162, -1.465, 0.095], [5.446, 0.072, -1.743], [2.984, 0.433, -2.094], [-2.154, 4.246, -2.023], [-1.414, 2.655, -2.326], [-1.670, 2.193, -4.029], [0.101, 2.596, -1.988], [0.694, 3.621, -1.656], [0.541, 1.411, -2.058], [-1.925, 1.930, -1.697], [-1.565, 1.034, 0.166], [2.483, 4.109, 0.985], [1.308, 2.860, 1.527], [-0.336, 3.498, 1.224], [1.485, 2.737, 3.322], [1.641, 1.537, 0.884], [2.288, 5.059, 1.487], [2.350, 4.214, -0.092], [3.498, 3.779, 1.209], [-0.693, 4.042, 2.100], [-1.004, 2.654, 0.997], [-0.310, 4.151, 0.350], [1.349, 3.712, 3.792], [2.475, 2.347, 3.560], [0.732, 2.047, 3.707]], "mulliken_spin": [1.325, 0.000, 0.012, 0.021, 0.041, 0.218, 0.024, 0.000, -0.001, 0.009, 0.018, -0.007, 0.004, -0.023, 0.008, 0.000, 0.001, -0.002, 0.121, -0.001, 0.000, 0.001, 0.001, 0.001, -0.002, -0.001, -0.023, 0.006, 0.008, 0.000, 0.001, 0.005, 0.000, 0.000, -0.001, -0.001, 0.000, -0.001, 0.003, 0.000, -0.001, 0.001, 0.001, 0.001, 0.000, 0.000, 0.002, 0.000, -0.002, 0.001, 0.011, 0.013, 0.028, 0.006, 0.080, 0.006, 0.016, -0.008, 0.002, 0.069, 0.001, 0.000, 0.000, -0.001, 0.011, 0.000, 0.000, 0.000, 0.000], "total_energy_ha": -3376.8850, "total_charge": -1, "spin_multiplicity": 3, "homo_ev": [-3.5317, -5.2111], "molar_mass_g_mol": 728.73, "relative_energy_kcal_mol": 0.00, "e_lumo_ev": [2.53, 2.50], "homo_lumo_gap_ev": [6.06, 7.72]}